Formula: C2H4N6
Source: OMol25
Level of theory: ωB97M-V/def2-TZVPD

The calculation puts the orbital gap at 9.7 eV. The energy relative to the best compared isomer or geometry (same formula, charge and spin) is 213.6 kJ/mol. As for the charge: 0. For the HOMO energy, the calculation gives -9.268 eV. As for the structure (SMILES): [H]/N=c1/ncn(N)nn1. For the total energy, the calculation gives -11076.0018 eV.

Each line ends with the Mulliken charge.
Geometry (Å):
H 2.25 1.76 1.56  0.282
N 2.26 1.24 0.71  -0.537
C 1.18 0.74 0.32  0.328
N 1.10 0.11 -0.94  -0.462
C 0.07 -0.59 -1.11  0.171
N -0.94 -0.72 -0.22  0.783
N -2.05 -1.44 -0.37  -0.887
N -1.01 0.18 0.76  -0.166
N -0.08 0.94 1.01  -0.320
H -0.21 -1.18 -2.05  0.320
H -2.55 -1.32 -1.26  0.244
H -1.91 -2.40 -0.06  0.243